# C32H69Cl12F3O14

11 unconnected molecules or ions with the total composition C32H69Cl12F3O14 (wB97M-V/def2-TZVPD, the OMol25 dataset).

For the frontier orbital gap, the calculation gives 9.93 eV. As for the SMILES: CCOC(=O)C(F)(F)F.ClC(Cl)Cl.ClC(Cl)Cl.ClC(Cl)Cl.ClC(Cl)Cl.COCCOC.COCCOC.COCCOC.COCCOC.COCCOC.COCCOC. Its total charge is 0.

Atoms and positions in Å:
C 1.62867 2.74795 2.65043
Cl 2.59757 2.35707 1.24865
Cl 2.33573 2.16589 4.16603
Cl -0.04746 2.18712 2.50613
H 1.55458 3.84766 2.69231
C 5.32868 1.70672 -2.43184
Cl 4.93493 3.19676 -1.45038
Cl 6.71347 1.96733 -3.41248
Cl 3.93073 1.23401 -3.41501
H 5.43890 0.91571 -1.74143
C -3.73597 -0.82892 -0.51845
Cl -5.15111 -1.77907 -0.09498
Cl -2.85006 -0.17669 0.87817
Cl -4.20444 0.56447 -1.56305
H -3.00467 -1.33299 -1.08532
C 2.07672 -1.67388 -5.78617
Cl 1.05827 -2.29703 -7.03298
Cl 3.57726 -2.46974 -5.72447
Cl 1.27698 -1.80781 -4.22455
H 2.23773 -0.60273 -5.99799
C -5.88177 -0.53731 7.75150
O -4.63576 -0.73216 7.07173
C -3.51739 -0.88215 7.92520
C -2.22380 -1.03073 7.17378
O -1.92600 0.15493 6.50323
C -0.98933 0.05176 5.46253
H -6.56024 -0.53267 6.93103
H -5.96373 0.41411 8.23430
H -6.10503 -1.33331 8.40723
H -3.69404 -1.72534 8.59319
H -3.37710 -0.07680 8.68864
H -2.22591 -1.92250 6.53416
H -1.49157 -1.21044 7.94799
H -1.48913 -0.53901 4.68444
H -0.01864 -0.36047 5.74707
H -0.92975 1.08537 5.13092
C -2.76527 4.87557 -0.34648
O -1.92390 3.81328 0.16754
C -1.31427 3.11101 -0.83792
C -0.37971 3.79762 -1.82936
O 0.84567 4.17790 -1.25280
C 1.75937 4.57670 -2.24214
H -3.40942 4.41480 -1.14536
H -2.23467 5.73140 -0.80457
H -3.38420 5.22335 0.48960
H -2.00633 2.43492 -1.38209
H -0.64355 2.36282 -0.35398
H -0.88935 4.68494 -2.17294
H -0.17465 3.17728 -2.65083
H 2.54690 4.99652 -1.66060
H 1.35941 5.32291 -2.95639
H 2.10622 3.70945 -2.79029
C 7.27272 1.71298 0.88739
O 6.71073 0.55812 0.24627
C 6.00489 -0.18771 1.13094
C 5.30562 -1.34433 0.43325
O 4.63805 -0.87138 -0.70359
C 3.99122 -1.88226 -1.41620
H 6.47990 2.35594 1.28412
H 7.84243 2.27345 0.13022
H 7.98107 1.43663 1.71752
H 5.22765 0.43018 1.63372
H 6.72664 -0.64505 1.84339
H 4.57006 -1.83738 1.09509
H 6.02174 -2.17007 0.17127
H 4.62611 -2.43780 -2.15440
H 3.19279 -1.50902 -2.03581
H 3.60621 -2.62155 -0.72106
C 1.47822 2.01261 -7.43864
O 1.61457 3.41500 -7.18359
C 1.85409 3.71209 -5.86964
C 1.70908 5.20297 -5.74712
O 0.31783 5.52480 -5.64479
C 0.22643 6.91973 -5.21644
H 2.49664 1.51991 -7.47014
H 1.14119 1.96996 -8.51247
H 0.75945 1.49919 -6.75802
H 2.88300 3.44382 -5.56232
H 1.22982 3.20687 -5.13948
H 2.18075 5.69703 -6.66996
H 2.17280 5.51264 -4.83266
H -0.81793 7.24979 -5.08350
H 0.62358 7.65145 -5.93796
H 0.59507 7.11727 -4.19860
C 0.50734 -0.42598 -0.58558
O -0.35581 -1.56064 -0.74210
C 0.20658 -2.70733 -0.12328
C 0.54070 -2.48336 1.34809
O 1.78759 -1.89161 1.69828
C 1.91527 -1.72925 3.09585
H 0.55062 0.02660 0.46207
H 0.11400 0.39323 -1.15228
H 1.53894 -0.64397 -0.99598
H 1.14377 -2.94066 -0.70408
H -0.56588 -3.49381 -0.21968
H 0.46046 -3.43155 1.78244
H -0.25163 -1.87127 1.78074
H 1.84579 -2.71354 3.67208
H 1.23350 -1.03982 3.53223
H 2.85780 -1.16316 3.16550
C -3.23230 -2.70735 2.98839
O -2.95206 -3.61982 4.05711
C -4.10170 -3.82136 4.85567
C -3.63015 -4.60150 6.06358
O -3.32888 -5.95952 5.65865
C -3.00174 -6.76168 6.80359
H -3.61557 -1.78753 3.42993
H -3.94831 -3.05300 2.30794
H -2.30314 -2.58501 2.42328
H -4.92446 -4.27132 4.25415
H -4.51060 -2.87118 5.26950
H -4.38156 -4.59483 6.83973
H -2.74171 -4.10256 6.45147
H -3.83594 -7.16849 7.37747
H -2.38317 -6.16641 7.48843
H -2.40554 -7.56582 6.42080
C -2.52695 -0.26881 -5.77132
C -2.57032 -1.12136 -4.52535
O -2.37529 -2.52135 -4.93091
C -2.22408 -3.32396 -3.91392
O -2.24355 -3.04387 -2.75039
C -2.10603 -4.82970 -4.39357
F -2.05107 -4.88874 -5.71201
F -1.04339 -5.38188 -3.84992
F -3.15550 -5.48055 -3.95161
H -2.89360 0.72535 -5.43687
H -3.19247 -0.64381 -6.53349
H -1.50975 -0.06620 -6.11023
H -3.43819 -1.04977 -3.90494
H -1.72395 -0.86326 -3.87720

Atomic partial charges in e from the Löwdin method, atoms 1 to 6: C -1.527; Cl 0.567; Cl 0.529; Cl 0.575; H 0.027; C -1.494

***

# C14H11N3O3S3SeV

A molecular structure, C14H11N3O3S3SeV (wB97M-V/def2-TZVPD, the OMol25 dataset).

For the frontier orbital gap (spin up / spin down), the calculation gives 7.06 / 7.01 eV. Its spin multiplicity is 3. Its total charge is +1. The expectation value of S² is 2.023. The relative energy (zero: lowest compared OMol25 entry of this formula, charge and spin) comes out at 36.3 kcal/mol.

Atoms and positions in Å:
V -1.08569 -0.21895 1.07782
S -2.12820 -1.86290 2.61436
C -1.13535 -2.64147 1.50291
N -0.28307 -1.83916 0.82167
C 0.56831 -2.55473 -0.02388
C 1.59338 -2.04053 -0.81166
C 2.30108 -2.90820 -1.62388
C 2.00411 -4.26888 -1.65154
C 1.00465 -4.79519 -0.85072
C 0.29644 -3.92741 -0.03653
S -1.01650 -4.30269 1.07134
H 1.83563 -0.98729 -0.76508
H 3.10524 -2.52952 -2.24018
H 2.56139 -4.92493 -2.30593
H 0.79608 -5.85657 -0.85502
Se -0.57024 0.74809 -1.89508
N -0.11348 0.84025 -0.16621
C 0.77125 1.84017 -0.01448
C 1.33432 2.26743 1.20504
C 2.19346 3.32938 1.17124
C 2.54510 3.97335 -0.04475
C 2.03480 3.57313 -1.24175
C 1.11715 2.49409 -1.25058
N 0.51520 2.01380 -2.33680
H 1.07871 1.77274 2.13372
H 2.62477 3.69336 2.09413
H 3.23554 4.80490 -0.00802
H 2.30020 4.04740 -2.17603
C -4.58164 1.31436 1.09430
S -2.90039 1.32427 0.56185
O -2.63035 -0.06099 -0.03093
O -2.64917 2.35381 -0.39374
O -2.04095 1.38625 1.76783
H -5.22090 1.44858 0.22574
H -4.70096 2.13594 1.79812
H -4.75994 0.35809 1.58270

Atomic partial charges in e from the natural (NBO) method, atoms 1 to 6: V 1.290; S -0.015; C -0.109; N -0.618; C 0.181; C -0.243

***

# C7H15N2O7V

A molecular structure, C7H15N2O7V (wB97M-V/def2-TZVPD, the OMol25 dataset).

For the frontier orbital gap, the calculation gives 10.02 eV. Its total charge is 0.

Atoms and positions in Å:
O 0.27700 -1.97656 -0.45952
V -0.85217 -0.86221 -0.54435
O -2.02444 -1.42557 -1.42259
O -0.70051 2.95517 0.43983
C -0.79179 1.63697 0.26177
O -1.83172 1.13909 -0.22070
O 0.19707 0.90559 0.58505
H 0.19710 3.08852 0.76377
C 0.00096 0.94815 -2.99153
O 0.24692 -0.09584 -2.38916
N 0.71113 2.06896 -2.89186
C 0.48909 3.18470 -3.79406
C 1.86299 2.14293 -2.01178
H -0.84103 1.03163 -3.69184
H 0.38899 4.11464 -3.23430
H -0.42889 3.04310 -4.36148
H 1.31735 3.28040 -4.49961
H 2.79097 2.02634 -2.57586
H 1.85124 3.09010 -1.47513
H 1.80764 1.33313 -1.28759
C -1.54624 -2.42073 2.06041
O -1.69110 -1.44252 1.33199
N -0.48180 -2.64953 2.82026
C -0.44539 -3.77078 3.73880
C 0.57800 -1.66955 2.93736
H -2.31347 -3.20182 2.11070
H -1.22589 -4.48821 3.49016
H -0.60864 -3.43155 4.76296
H 0.51245 -4.27917 3.64830
H 0.44422 -1.06616 3.83800
H 1.53178 -2.19188 2.99325
H 0.57818 -1.01735 2.06873

Atomic partial charges in e from the Löwdin method, atoms 1 to 6: O -0.331; V 0.911; O -0.306; O 0.133; C -0.791; O -0.018

***

Number 1: calculated total energy -8135.601875 a.u.. Number 2: calculated total energy -5469.906077 a.u.. Number 3: calculated total energy -1856.029245 a.u..